[1]
# CH4Br2N

A 2-piece molecular cluster, CH4Br2N overall (wB97M-V/def2-TZVPD, OMol25).

The multiplicity is 3. Its expectation value of S² is 2.0061. For the HOMO-LUMO gap (alpha / beta), the calculation gives 8.538 / 7.658 eV. The highest occupied orbital energy (alpha / beta) is -0.472 / -0.568 hartree. The LUMO energy (alpha / beta) is -4.31 / -7.79 eV. Its charge is +1.

Structure (XYZ):
```
8
Properties=species:S:1:pos:R:3:lowdin_charge:R:1
C 1.28968 -0.07748 0.31179 -1.213
N 0.04869 0.05906 -0.47089 0.013
Br 2.25201 -1.61590 -0.00598 0.857
Br 2.20030 1.67058 -0.03882 0.692
H 0.46227 -0.23111 2.04740 0.153
H -0.62144 0.82020 -0.19084 0.182
H -0.34617 -0.97451 -0.44321 0.194
H 0.21096 0.08398 -1.44793 0.121
```

[2]
# C5H15NS

A 2-piece molecular cluster, C5H15NS overall (wB97M-V/def2-TZVPD, OMol25).

The multiplicity is 2. Its expectation value of S² is 0.7534. For the HOMO-LUMO gap (alpha / beta), the calculation gives 11.278 / 6.328 eV. The highest occupied orbital energy (alpha / beta) is -0.521 / -0.517 hartree. The LUMO energy (alpha / beta) is -2.89 / -7.75 eV. Its charge is +1.

Structure (XYZ):
```
22
Properties=species:S:1:pos:R:3:lowdin_charge:R:1
C 0.72390 2.19451 -2.26208 -0.134
C 1.72043 2.01645 -1.13436 -0.495
S 0.98241 1.43745 0.44764 1.034
H 0.04478 3.01301 -2.07341 0.081
H 0.08371 1.34732 -2.47549 0.077
H 1.21255 2.45196 -3.19176 0.090
H 2.27563 2.93406 -0.83425 0.091
H 2.51294 1.20177 -1.29736 0.108
C -0.14756 -1.80507 1.30666 -0.247
C -1.37566 -1.28556 0.54641 -0.266
C -2.33660 -0.44109 1.42769 -0.092
N 1.05048 -1.54307 0.41943 -0.069
H 0.06532 -1.23174 2.23410 0.117
H -0.18383 -2.87088 1.63017 0.127
H -1.86329 -2.20762 0.10639 0.130
H -0.95471 -0.70745 -0.30709 0.083
H -2.55596 -0.93879 2.40403 0.095
H -1.86232 0.52834 1.62299 0.055
H -3.25371 -0.30514 0.82858 0.082
H 0.86145 -1.91978 -0.53981 0.127
H 1.07666 0.02058 0.33145 -0.100
H 1.92339 -1.88926 0.81007 0.107
```

[3]
# C4H8N4

One molecule with the formula C4H8N4 (wB97M-V/def2-TZVPD, OMol25).

The multiplicity is 1. For the HOMO-LUMO gap, the calculation gives 8.435 eV. The highest occupied orbital energy is -0.274 hartree. The LUMO energy is 0.97 eV. Its charge is 0.

Structure (XYZ):
```
16
Properties=species:S:1:pos:R:3:lowdin_charge:R:1
C -0.11431 0.28511 -1.36772 -0.434
C 1.06914 0.02973 -0.86866 0.015
C 0.78283 -0.38716 0.57994 -0.299
C -0.56748 -0.30607 0.80360 -0.322
H -0.47997 0.26557 -3.49841 0.135
H -0.21494 1.78906 -2.66618 0.085
H 1.97824 0.34922 -1.36745 0.098
H 2.34869 0.18550 1.74840 0.130
H 1.90682 -1.61588 1.76214 0.092
H -0.99810 -0.78744 2.75919 0.099
H -2.00364 0.30223 2.08190 0.042
H -2.02146 0.11481 -0.65732 0.128
N -0.63428 0.84097 -2.55676 0.041
N 1.56508 -0.61081 1.73661 -0.003
N -1.53018 -0.53010 1.87984 0.096
N -1.08643 0.07527 -0.36910 0.097
```

[4]
# C32H40BClN12O4S2Ti

C32H40BClN12O4S2Ti as an isolated structure (wB97M-V/def2-TZVPD, OMol25).

The multiplicity is 3. Its expectation value of S² is 2.0183. For the HOMO-LUMO gap (alpha / beta), the calculation gives 4.737 / 6.095 eV. The highest occupied orbital energy (alpha / beta) is -0.010 / -0.060 hartree. The LUMO energy (alpha / beta) is 4.46 / 4.46 eV. Its charge is -2.

Structure (XYZ):
```
93
Properties=species:S:1:pos:R:3:lowdin_charge:R:1
Ti 0.50468 0.78342 0.86172 0.684
C -2.53225 -3.18447 -3.88909 -0.080
C -2.35498 -1.66270 -3.86606 -0.375
C -0.87940 -1.29090 -3.90201 -0.101
C -3.07132 -1.04834 -2.69336 -0.301
C -4.46628 -1.02184 -2.47582 -0.045
C -4.61002 -0.34896 -1.28503 -0.108
N -3.38130 -0.01783 -0.83853 -0.039
N -2.43276 -0.44016 -1.70187 0.149
B -3.11001 0.85795 0.41223 -0.557
N -2.50341 0.07680 1.58859 -0.014
C -3.29935 -0.49802 2.49855 -0.075
C -2.53689 -1.29986 3.30850 -0.010
C -1.23279 -1.16594 2.82255 -0.263
N -1.21311 -0.30891 1.78587 0.040
C -0.06524 -1.96115 3.32998 -0.364
C 0.45693 -1.44208 4.66744 -0.058
C -0.45141 -3.43895 3.42641 -0.065
N -2.35762 2.13507 0.04301 -0.011
C -3.03709 3.15426 -0.49450 -0.080
C -2.16080 4.17538 -0.75126 -0.017
C -0.91570 3.68878 -0.32762 -0.262
N -1.03982 2.44552 0.16021 0.059
C 0.35623 4.47943 -0.39283 -0.396
C 0.30768 5.53033 -1.49960 -0.085
C 0.65343 5.12750 0.95853 -0.077
H -2.12243 -3.60216 -4.81359 0.068
H -1.99012 -3.64446 -3.06014 0.046
H -3.58679 -3.46515 -3.82368 0.064
H -2.84003 -1.26381 -4.76718 0.127
H -0.36018 -1.65413 -3.01335 0.040
H -0.40178 -1.73021 -4.78252 0.074
H -0.73563 -0.21061 -3.91375 0.055
H -5.24500 -1.42105 -3.10625 0.084
H -5.48658 -0.06935 -0.72315 0.103
H -4.21204 1.18434 0.79331 0.114
H -4.35611 -0.29382 2.48655 0.114
H -2.86523 -1.90876 4.13271 0.101
H 0.72251 -1.88143 2.59409 0.086
H -0.32137 -1.48239 5.43570 0.079
H 1.29968 -2.05724 4.99512 0.076
H 0.78526 -0.40671 4.59704 0.055
H -1.19548 -3.60809 4.21104 0.066
H -0.86134 -3.79861 2.48140 0.067
H 0.43183 -4.03426 3.67251 0.075
H -4.10002 3.06728 -0.64790 0.115
H -2.37572 5.13756 -1.18141 0.090
H 1.16265 3.78728 -0.61888 0.054
H -0.41423 6.32363 -1.27952 0.065
H 1.28964 5.99932 -1.59590 0.072
H 0.04575 5.08605 -2.46171 0.080
H -0.17912 5.76840 1.26589 0.084
H 0.80612 4.37641 1.73125 0.034
H 1.56007 5.73583 0.89569 0.075
S 0.93771 0.50607 -1.50200 0.664
C 2.53730 1.15362 -1.82597 -0.655
C 3.13636 0.89055 -3.06064 -0.143
C 4.37004 1.42506 -3.39820 -0.140
C 5.03019 2.24713 -2.49050 -0.143
C 4.45080 2.51028 -1.25945 -0.147
C 3.21229 1.96865 -0.89806 -0.659
S 2.53325 2.30369 0.67721 0.687
H 2.61132 0.24771 -3.75851 0.089
H 4.81369 1.19854 -4.36153 0.079
H 5.99427 2.67869 -2.73742 0.079
H 4.96048 3.14265 -0.54093 0.085
N -1.94101 -2.99193 -0.09613 0.169
C -0.61784 -3.10064 -0.44194 -0.471
N -0.29140 -4.12078 -1.25519 0.141
C 1.02658 -4.20272 -1.47955 -0.491
N 1.41662 -5.16847 -2.39403 0.106
N 1.97977 -3.47674 -0.93673 0.160
C 1.53259 -2.48833 -0.11215 -0.321
N 0.22303 -2.24176 0.10294 0.152
C 2.46889 -1.72872 0.64346 -0.236
C 3.83064 -2.11389 0.68927 -0.039
C 4.67445 -1.57407 1.61335 -0.103
C 4.15375 -0.61648 2.52522 -0.095
C 2.86318 -0.20554 2.36120 -0.236
N 2.00936 -0.67459 1.41971 -0.079
H -2.57291 -3.38568 -0.77549 0.079
H -2.19677 -2.06317 0.20975 0.061
H 0.75608 -5.92082 -2.49510 0.069
H 2.38174 -5.43836 -2.30126 0.073
H 4.15472 -2.87244 -0.00875 0.092
H 5.71440 -1.87601 1.65295 0.083
H 4.76357 -0.15794 3.29137 0.086
H 2.46964 0.58358 2.98840 0.078
O 0.08027 3.68118 4.23874 -0.328
Cl -0.52014 2.47358 3.75487 0.682
O -0.75729 1.56161 4.83646 -0.331
O -1.73005 2.74778 3.04327 -0.314
O 0.45874 1.84052 2.83199 -0.494
```

For each record above, in turn, the calculated relative energy (zero: lowest compared OMol25 entry of this formula, charge and spin) values are 0.0 15.4 146.0 12.3 kJ/mol.
For each record above, in turn, the calculated E values are -142663.410 -17744.910 -10236.729 -117891.625 eV.
For each record above, in turn, the calculated strongest force on any atom values are 5.0 2.4 3.9 0.7 eV/A.